No. 1
C11H18ClIN2O2PPt as an isolated structure in a non-equilibrium geometry, computed with ωB97M-V with the def2-TZVPD basis set.

Output
* 2S+1: 5
* total charge: +3
* expectation value of S²: 6.050
* LUMO (alpha / beta): -9.43 / -13.63 eV

Last column: natural (NBO) charge in e.
Geometry (Å):
C1 1.4930 -3.0562 -0.9249  -0.657
C2 3.0018 -2.7040 -1.4637  0.536
H1 1.1101 -4.0989 -0.8947  0.289
H2 0.8622 -2.4334 -1.5459  0.238
H3 1.5591 -2.6674 0.0717  0.227
O1 2.9308 -1.5075 -1.7664  -0.483
I1 5.2047 -1.9499 -2.3880  0.853
Pt1 -1.0052 0.3364 0.0311  0.469
P1 -0.4973 1.0588 -2.0131  1.225
C3 1.2787 1.1843 -2.5754  -0.950
C4 -1.1169 -0.2465 -3.1032  -0.965
H4 -2.4107 2.4425 -2.4018  0.297
H5 -1.0213 2.9388 -3.4263  0.280
H6 -1.0624 3.3999 -1.7176  0.277
C5 -1.3258 2.6110 -2.4263  -0.976
H7 -2.1190 -0.5202 -2.7423  0.293
H8 -1.1333 0.1584 -4.1254  0.278
H9 1.2736 1.4230 -3.6601  0.285
H10 1.7896 0.2030 -2.4074  0.238
H11 -0.4194 -1.0932 -3.0270  0.233
H12 1.7958 1.9885 -2.0234  0.265
C6 0.7549 0.7004 0.4559  0.542
O2 1.8965 0.7621 0.6120  -0.405
Cl1 -3.3221 0.2355 -0.4326  -0.495
N1 -0.3384 -1.4710 6.0902  -0.407
C7 -0.6659 -1.2019 4.7653  0.174
C8 0.1461 -1.6899 3.7401  -0.160
C9 -0.2375 -1.3675 2.4511  0.048
N2 -1.1194 -0.4237 2.1684  -0.417
C10 -1.8388 0.1225 3.1560  0.072
C11 -1.6978 -0.3176 4.4710  -0.135
H13 0.4174 -2.0628 6.3754  0.444
H14 -0.8863 -1.1054 6.8622  0.448
H15 0.9471 -2.4188 3.9362  0.271
H16 0.2041 -1.7956 1.5969  0.216
H17 -2.6613 0.7692 2.8638  0.274
H18 -2.3617 0.0424 5.2659  0.281

---

No. 2
A single C21H42O4 molecule, computed with ωB97M-V with the def2-TZVPD basis set.

Output
* SMILES: CCCCCCCCCCCCCCCCCC(=O)OC[C@H](O)CO
* 2S+1: 1
* total charge: 0
* LUMO: 0.78 eV

Last column: natural (NBO) charge in e.
Geometry (Å):
C1 5.0455 1.7776 0.1956  -0.600
C2 5.0890 0.4086 -0.4741  -0.388
C3 3.7124 -0.2494 -0.5320  -0.406
C4 3.7415 -1.5842 -1.2733  -0.374
C5 2.3758 -2.2741 -1.2953  -0.402
C6 2.0466 -2.9731 0.0230  -0.400
C7 0.6851 -3.6699 0.0052  -0.372
C8 -0.4780 -2.6838 0.0791  -0.416
C9 -1.8286 -3.3926 0.1576  -0.383
C10 -3.0109 -2.4246 0.0942  -0.393
C11 -3.0705 -1.4863 1.2976  -0.403
C12 -4.3170 -0.6001 1.3221  -0.388
C13 -4.4927 0.2997 0.0972  -0.381
C14 -3.3144 1.2402 -0.1505  -0.416
C15 -3.6081 2.2036 -1.2971  -0.386
C16 -2.4444 3.1365 -1.6304  -0.388
C17 -1.2175 2.3940 -2.1795  -0.512
C18 -0.2118 1.9810 -1.1347  0.833
O1 0.2661 0.8734 -1.0437  -0.646
O2 0.1502 3.0082 -0.3671  -0.512
C19 1.2330 2.8274 0.5401  -0.103
C20 0.7951 2.4701 1.9755  0.052
O3 1.9395 2.4129 2.7865  -0.710
C21 0.0491 1.1258 2.0375  -0.097
O4 0.8634 0.0754 1.5899  -0.757
H1 4.4138 2.4605 -0.3693  0.195
H2 6.0430 2.2074 0.2518  0.209
H3 4.6498 1.7018 1.2063  0.200
H4 5.7737 -0.2415 0.0754  0.194
H5 5.4807 0.5163 -1.4886  0.192
H6 3.3455 -0.4032 0.4843  0.199
H7 3.0148 0.4150 -1.0484  0.194
H8 4.4759 -2.2456 -0.8072  0.191
H9 4.0687 -1.4032 -2.3006  0.195
H10 1.6108 -1.5316 -1.5259  0.203
H11 2.3668 -3.0206 -2.0939  0.196
H12 2.8226 -3.7170 0.2228  0.196
H13 2.0583 -2.2516 0.8410  0.203
H14 0.5979 -4.2789 -0.8984  0.188
H15 0.6232 -4.3444 0.8631  0.196
H16 -0.3387 -2.0606 0.9624  0.211
H17 -0.4672 -2.0344 -0.7980  0.197
H18 -1.8819 -3.9718 1.0828  0.191
H19 -1.9084 -4.0964 -0.6755  0.196
H20 -3.9400 -2.9988 0.0468  0.198
H21 -2.9323 -1.8418 -0.8252  0.190
H22 -3.0615 -2.0864 2.2110  0.203
H23 -2.1810 -0.8584 1.3154  0.198
H24 -4.2760 0.0273 2.2165  0.196
H25 -5.2024 -1.2355 1.4077  0.199
H26 -5.3963 0.8984 0.2412  0.199
H27 -4.6516 -0.3164 -0.7895  0.196
H28 -3.1098 1.8124 0.7586  0.194
H29 -2.4286 0.6528 -0.3941  0.200
H30 -4.4762 2.8134 -1.0351  0.204
H31 -3.8702 1.6289 -2.1890  0.194
H32 -2.7847 3.8476 -2.3854  0.211
H33 -2.1549 3.7061 -0.7462  0.215
H34 -0.6750 3.0554 -2.8601  0.242
H35 -1.5191 1.5057 -2.7359  0.229
H36 1.9037 2.0470 0.1643  0.200
H37 1.7661 3.7802 0.5672  0.205
H38 0.1563 3.2670 2.3703  0.178
H39 2.3094 1.5234 2.6824  0.480
H40 -0.1892 0.9141 3.0840  0.193
H41 -0.8866 1.1882 1.4717  0.171
H42 0.8522 0.0729 0.6159  0.506

---

No. 3
C16H22ClORe as an isolated structure in a non-equilibrium geometry, computed with ωB97M-V with the def2-TZVPD basis set.

Output
* 2S+1: 4
* total charge: -1
* expectation value of S²: 3.768
* LUMO (alpha / beta): 3.13 / 2.97 eV

Last column: natural (NBO) charge in e.
Geometry (Å):
Re1 -0.1559 -0.0522 0.1885  0.807
C1 1.7555 0.0231 1.4431  -0.338
C2 2.3966 -0.7042 0.3823  -0.293
C3 2.3585 0.0709 -0.7946  -0.219
H1 2.9155 -1.6487 0.5074  0.228
C4 1.6900 1.3028 -0.5116  -0.376
C5 1.3869 1.3167 0.9115  -0.307
H2 1.1567 2.1997 1.5061  0.218
H3 1.7297 -0.2467 2.4958  0.230
H4 2.8124 -0.1792 -1.7509  0.199
H5 1.5783 2.1445 -1.1918  0.219
C6 -2.1329 0.0772 1.0190  -0.224
C7 -1.3698 1.2337 1.3866  -0.377
C8 -1.0747 1.9555 0.1747  -0.275
H6 -1.1821 1.5714 2.4009  0.226
C9 -1.6001 1.2271 -0.9261  -0.309
C10 -2.2450 0.0445 -0.4146  -0.311
H7 -2.7986 -0.6747 -1.0026  0.236
H8 -2.6176 -0.6139 1.7033  0.234
H9 -0.6224 2.9434 0.1018  0.224
H10 -1.6252 1.5593 -1.9583  0.224
O1 0.0564 -1.6035 -0.9669  -0.820
C11 -0.2746 -0.4147 -4.2205  0.103
C12 0.3587 -1.6763 -3.6637  -0.501
C13 0.5250 0.8124 -4.0367  -0.671
C14 -1.7487 -0.4349 -4.0754  -0.673
C15 0.4472 -2.2927 -2.1549  -0.017
H11 1.4007 -1.6798 -4.0130  0.191
H12 -0.1478 -2.4999 -4.1979  0.191
H13 -0.1402 -3.2173 -2.1356  0.152
H14 1.4855 -2.5867 -1.9668  0.160
H15 0.7408 1.4179 -4.9233  0.199
H16 1.4972 0.5277 -3.6171  0.220
H17 0.0231 1.4802 -3.3237  0.214
H18 -2.3398 -0.6756 -4.9768  0.203
H19 -2.1328 0.5174 -3.6981  0.202
H20 -1.9872 -1.2282 -3.3393  0.222
Cl1 0.7952 -3.2835 1.2209  -0.151
C16 -0.4409 -2.0124 1.1841  -0.571
H21 -0.6633 -1.8644 2.2523  0.153
H22 -1.2782 -2.5000 0.6709  0.179

---

No. 4
A 13-piece molecular cluster, C40H70Br8O27 overall in a non-equilibrium geometry, computed with ωB97M-V with the def2-TZVPD basis set.

Output
* 2S+1: 1
* total charge: 0
* LUMO: 0.08 eV

Last column: Mulliken charge in e.
Geometry (Å):
C1 -6.5909 4.5853 5.6385  -1.472
C2 -6.3807 3.5822 4.5333  0.349
C3 -5.9712 4.1592 3.1875  -0.493
O1 -4.9267 3.3378 2.7298  -0.098
C4 -4.5906 2.4516 3.7285  0.439
O2 -3.7958 1.5930 3.5377  -0.471
O3 -5.2311 2.7684 4.8566  -0.365
H1 -6.7265 4.1783 6.6404  0.359
H2 -7.4676 5.2066 5.4507  0.367
H3 -5.6942 5.2033 5.7121  0.354
H4 -7.1753 2.8435 4.4016  0.328
H5 -5.6743 5.2096 3.2381  0.359
H6 -6.8619 4.0979 2.5557  0.303
C5 -4.4881 -1.2090 -2.7563  -1.461
C6 -4.2273 -2.4156 -3.6266  1.108
C7 -3.2736 -3.4095 -2.9534  0.979
O4 -3.9231 -4.6460 -3.1195  -0.413
C8 -5.1629 -4.4626 -3.6884  0.393
O5 -5.8805 -5.3446 -4.0097  -0.550
O6 -5.4160 -3.1523 -3.8136  -0.431
H7 -3.5417 -0.8076 -2.3911  0.223
H8 -5.1320 -1.4716 -1.9158  0.370
H9 -4.9936 -0.4377 -3.3393  0.392
H10 -3.8548 -2.0852 -4.5989  -0.105
H11 -3.0854 -3.0467 -1.9372  -0.074
H12 -2.2731 -3.3746 -3.3877  -0.365
C9 2.6695 0.5038 -3.1670  -1.336
C10 3.0201 0.3358 -1.6899  1.136
C11 4.3176 0.9194 -1.1844  -0.621
O7 3.9426 1.4518 0.0990  -0.361
C12 2.6351 1.6252 0.1288  0.100
O8 2.0107 2.0939 1.0517  -0.580
O9 2.0549 1.1750 -0.9959  0.487
H13 3.5530 0.1596 -3.7154  0.637
H14 2.6245 1.5669 -3.4011  0.408
H15 1.7497 -0.0169 -3.3944  -0.447
H16 2.7929 -0.6722 -1.3256  -0.155
H17 4.6348 1.7879 -1.7674  0.375
H18 5.1094 0.1747 -1.1711  0.325
C13 1.0323 -0.9479 2.2869  -0.127
C14 -0.3899 -0.9568 1.7564  0.546
C15 -1.0184 0.3248 1.2036  -0.273
O10 -1.4210 0.0046 -0.1303  -0.120
C16 -1.0251 -1.2446 -0.4255  0.179
O11 -0.9500 -1.6493 -1.5569  -0.132
O12 -0.4032 -1.7929 0.6042  -0.304
H19 1.7434 -1.4955 1.6659  -0.071
H20 1.0678 -1.2633 3.3284  -0.224
H21 1.5271 0.0293 2.2791  -0.004
H22 -1.0186 -1.3480 2.5610  0.295
H23 -0.3764 1.2030 1.3099  0.119
H24 -1.9648 0.6323 1.6609  0.122
C17 5.4186 -4.6293 -1.0337  -1.536
C18 4.9452 -3.2945 -0.5138  1.096
C19 4.1745 -3.3244 0.8009  0.164
O13 4.4430 -2.0099 1.3136  0.068
C20 5.6085 -1.5670 0.8122  0.416
O14 6.1579 -0.5745 1.1546  -0.522
O15 5.9731 -2.3595 -0.2278  -0.451
H25 6.0982 -4.3932 -1.8587  0.402
H26 4.6543 -5.2001 -1.5568  0.292
H27 5.9479 -5.1788 -0.2585  0.370
H28 4.3059 -2.7298 -1.2046  -0.364
H29 4.5475 -4.1424 1.4173  0.093
H30 3.1073 -3.4326 0.6261  -0.043
Br1 -0.3983 -3.8908 6.3192  -0.162
C21 0.8549 -4.8830 5.2181  -0.698
C22 2.1673 -4.1436 4.9753  0.025
Br2 3.1898 -5.2828 3.7026  -0.147
H31 0.3295 -5.1192 4.2962  0.366
H32 1.0223 -5.8590 5.6706  0.427
H33 2.7932 -3.9998 5.8473  0.431
H34 1.9013 -3.1995 4.5071  -0.202
Br3 1.8644 -3.7592 -2.1082  -0.141
C23 0.3550 -4.7336 -1.2408  -0.024
C24 0.3397 -6.1940 -1.6124  -0.633
Br4 -1.1728 -7.0520 -0.7039  -0.162
H35 -0.5422 -4.1727 -1.4801  -0.132
H36 0.5018 -4.7046 -0.1621  0.418
H37 1.1557 -6.8396 -1.3106  0.405
H38 0.0610 -6.3975 -2.6427  0.379
Br5 -4.7496 3.6466 -3.4468  -0.178
C25 -4.5582 4.7158 -1.8121  -0.329
C26 -4.6783 3.9259 -0.5298  -0.686
Br6 -3.4714 2.3616 -0.3660  0.090
H39 -5.2421 5.5605 -1.8721  0.481
H40 -3.5694 5.1652 -1.8710  -0.004
H41 -5.6364 3.4762 -0.2950  0.447
H42 -4.4318 4.6856 0.2135  0.268
Br7 0.8546 0.4391 5.7241  -0.058
C27 1.5725 0.8498 7.5235  -0.607
C28 0.3703 0.9619 8.4378  -0.592
Br8 0.9088 0.8682 10.3333  -0.195
H43 2.1776 1.7425 7.3896  0.401
H44 2.2878 0.0486 7.6879  0.366
H45 -0.3287 0.1580 8.2390  0.362
H46 -0.0979 1.9316 8.3066  0.365
C29 0.2120 -2.2537 -4.6309  -0.188
O16 -0.1383 -1.7363 -5.8885  -0.347
C30 -1.2765 -2.0940 -6.4383  0.801
O17 -1.9668 -2.9651 -5.9803  -0.590
O18 -1.4539 -1.4353 -7.5820  -0.384
C31 -2.7966 -1.4516 -8.0605  -0.726
H47 -0.6279 -2.0732 -3.9536  0.118
H48 1.0372 -1.8224 -4.0697  -0.083
H49 0.4042 -3.3264 -4.5917  0.464
H50 -2.6887 -1.0408 -9.0689  0.313
H51 -3.4346 -0.7578 -7.5189  0.295
H52 -3.2244 -2.4302 -8.2700  0.318
C32 4.2561 0.7860 3.9177  -0.044
O19 4.7558 1.0537 5.2145  -0.343
C33 5.2726 0.1058 5.9619  0.753
O20 5.0049 -1.0684 5.8446  -0.563
O21 6.0191 0.6580 6.9086  -0.358
C34 6.8226 -0.1329 7.7372  -0.687
H53 3.2268 0.4297 3.9491  -0.052
H54 4.7764 -0.0619 3.4631  0.194
H55 4.4313 1.6798 3.3293  0.225
H56 7.1710 0.4972 8.5564  0.254
H57 7.7588 -0.4957 7.3051  0.304
H58 6.2869 -0.9810 8.1653  0.298
C35 1.3704 1.9486 -6.3726  -0.888
O22 0.5015 1.7115 -5.2814  -0.080
C36 -0.4311 2.6237 -5.0415  0.592
O23 -0.6314 3.5643 -5.7591  -0.614
O24 -1.0913 2.3885 -3.9265  -0.184
C37 -0.9075 1.2124 -3.1519  1.599
H59 2.2440 1.3158 -6.2023  0.277
H60 1.7612 2.9615 -6.4480  0.354
H61 0.8682 1.6297 -7.2862  0.275
H62 -0.4331 0.3957 -3.6901  -0.623
H63 -1.7865 0.8652 -2.6150  -0.169
H64 -0.2446 1.5180 -2.3371  -0.604
C38 0.1494 4.1696 -0.6818  -0.655
O25 -0.9475 4.7160 -1.3867  -0.031
C39 -0.6509 5.6722 -2.2743  0.676
O26 0.3825 6.2743 -2.3973  -0.623
O27 -1.7210 5.8219 -3.0456  -0.268
C40 -1.5676 6.5313 -4.2622  -0.837
H65 -0.1915 3.8663 0.3128  0.274
H66 1.0437 4.7811 -0.6259  0.457
H67 0.4178 3.1578 -1.0080  -0.092
H68 -0.5993 6.9833 -4.4542  0.368
H69 -2.2925 7.3523 -4.2734  0.307
H70 -1.8620 6.0307 -5.1843  0.256

---

| no. | energy (eV) |
| --- | --- |
| 1 | -51900.3377 |
| 2 | -30649.8519 |
| 3 | -33642.5408 |
| 4 | -658238.1045 |